{"formula": "C25H41NO2", "method": "ωB97M-V/def2-TZVPD", "species": ["C", "H", "H", "H", "C", "N", "C", "H", "C", "O", "C", "C", "C", "H", "H", "C", "C", "C", "C", "C", "C", "C", "H", "H", "C", "C", "O", "C", "C", "H", "C", "H", "H", "C", "H", "H", "C", "H", "H", "H", "H", "H", "H", "H", "H", "H", "H", "C", "H", "H", "C", "H", "H", "H", "H", "H", "H", "H", "H", "H", "C", "C", "H", "H", "H", "H", "H", "H", "H"], "positions_angstrom": [[5.212, 2.226, 0.621], [5.809, 3.100, 0.870], [4.467, 2.509, -0.118], [4.694, 1.894, 1.517], [6.107, 1.126, 0.061], [5.342, -0.069, -0.265], [5.114, -0.917, 0.895], [5.027, -0.281, 1.777], [3.815, -1.733, 0.796], [2.663, -0.991, 1.108], [2.226, -0.086, 0.094], [1.376, -0.792, -0.966], [0.176, -1.462, -0.306], [0.552, -2.225, 0.375], [-0.408, -1.964, -1.078], [-0.715, -0.464, 0.481], [-0.085, 0.914, 0.433], [-0.763, 2.016, 0.150], [-2.223, 2.070, -0.158], [-2.945, 0.797, 0.280], [-4.316, 0.721, -0.382], [-5.335, 1.839, -0.149], [-5.068, 2.758, -0.668], [-5.424, 2.065, 0.914], [-6.629, 1.227, -0.700], [-6.439, -0.283, -0.664], [-7.227, -1.098, -1.060], [-5.088, -0.552, -0.021], [-4.299, -1.749, -0.538], [-4.809, -2.683, -0.297], [-2.904, -1.739, 0.091], [-3.014, -1.901, 1.161], [-2.333, -2.579, -0.308], [-2.131, -0.434, -0.158], [-1.982, -0.333, -1.241], [-4.221, -1.686, -1.627], [-5.413, -0.703, 1.475], [-6.072, 0.091, 1.817], [-5.922, -1.652, 1.631], [-4.515, -0.686, 2.083], [-7.522, 1.509, -0.143], [-6.796, 1.516, -1.740], [-4.139, 0.676, -1.466], [-3.046, 0.810, 1.367], [-2.666, 2.940, 0.332], [-2.352, 2.211, -1.238], [-0.250, 2.970, 0.127], [1.378, 1.001, 0.774], [1.748, 1.990, 0.500], [1.509, 0.891, 1.853], [-0.745, -0.889, 1.958], [0.267, -0.875, 2.353], [-1.127, -1.900, 2.070], [-1.357, -0.209, 2.547], [1.970, -1.543, -1.491], [1.049, -0.048, -1.695], [3.110, 0.360, -0.375], [3.728, -2.192, -0.196], [3.847, -2.531, 1.544], [5.957, -1.611, 1.059], [5.883, -0.796, -1.404], [5.402, -0.190, -2.719], [4.316, -0.194, -2.751], [5.742, 0.837, -2.826], [5.783, -0.768, -3.558], [5.536, -1.830, -1.351], [6.986, -0.817, -1.380], [6.576, 1.493, -0.854], [6.915, 0.899, 0.778]], "smiles": "CCN(CC)CCO[C@H]1CC[C@@]2(C)C(=CC[C@@H]3[C@@H]2CC[C@]2(C)C(=O)CC[C@@H]32)C1", "gap_ev": 9.115, "max_force_ev_per_a": 0.62, "total_energy_ha": -1182.44031, "total_charge": 0, "de_lowest_kcal_mol": 4.1}